DFT (ωB97M-V with the def2-TZVPD basis set) results for a 10-piece molecular cluster, C60H50FN3O18P overall.

```
! RIJCOSX wB97M-V def2-TZVPD def2/J DEFGRID3
* xyz 1 1
P 4.31 3.23 -0.84
F 3.02 -1.66 -0.04
O 1.60 6.26 -0.33
O -4.62 -1.63 -5.06
O -0.66 2.40 7.55
O -3.45 5.69 9.75
O -2.05 -0.78 0.60
O 8.46 2.97 1.08
O 4.32 -8.83 -3.01
O 6.67 -4.43 -2.02
O -9.73 -2.37 -6.27
O 2.28 0.08 3.80
O -14.13 -1.46 -6.63
O -1.52 8.73 3.17
O -1.42 5.51 4.86
O 1.56 -5.18 -3.20
O -3.69 -5.06 -2.07
O 13.12 4.89 -0.57
O -13.51 -3.82 -1.92
O 4.97 -11.21 1.67
N 0.31 0.64 -0.51
N 2.75 0.89 -1.10
N 1.84 -1.03 -0.06
C -3.08 -1.64 -1.34
C 0.23 6.09 1.57
C 4.67 4.50 0.52
C 0.64 8.29 0.39
C 0.25 0.40 6.69
C 3.32 -9.63 -1.04
C 5.06 -5.74 -3.12
C 0.99 -0.18 5.75
C -2.38 6.85 8.01
C 1.44 2.96 -0.85
C -6.23 -2.94 -6.17
C 0.02 1.86 6.70
C -8.56 -2.20 -5.99
C -14.99 -2.83 -3.47
C 3.78 -5.93 -3.42
C 1.61 0.61 4.66
C 5.84 2.13 -0.92
C 1.66 0.20 -0.55
C 5.80 -9.82 -1.48
C 0.64 2.66 5.61
C -0.81 8.17 2.37
C 0.89 6.83 0.48
C 4.82 -10.67 0.60
C -7.51 -3.13 -6.47
C -2.43 -1.77 -0.01
C 1.38 2.08 4.67
C -12.50 -3.04 -3.90
C 3.16 -3.87 -2.10
C 9.53 3.41 0.70
C 0.14 2.12 -0.60
C -1.89 5.56 5.99
C 2.73 -5.01 -2.93
C 4.47 -9.38 -1.94
C -2.49 4.36 6.61
C -6.84 -0.87 -4.86
C -3.00 4.40 7.84
C 11.06 3.92 -1.15
C 4.45 -3.68 -1.80
C -2.98 5.65 8.63
C -13.66 -3.28 -3.00
C 5.97 -10.42 -0.30
C 11.70 4.43 1.24
C -2.66 -4.21 -0.13
C -12.66 -2.44 -5.08
C -13.99 -2.00 -5.55
C -0.15 8.91 1.27
C 12.05 4.45 -0.19
C -0.56 6.71 2.45
C 2.76 2.25 -0.41
C 10.53 3.94 1.66
C -3.49 -2.72 -2.01
C 3.48 -10.23 0.14
C 5.50 -4.60 -2.29
C -5.80 -1.80 -5.34
C 9.89 3.43 -0.74
C -3.31 -4.08 -1.46
C -1.87 6.81 6.78
C -2.25 -3.13 0.54
C -8.12 -1.05 -5.16
C -15.14 -2.24 -4.65
H 1.13 8.81 -0.42
H 3.85 4.58 1.29
H 0.42 5.03 1.62
H 6.04 1.88 -2.00
H 6.63 -9.63 -2.15
H -6.51 -0.03 -4.25
H -11.82 -2.26 -5.75
H -3.20 -0.64 -1.72
H -3.97 -2.65 -2.98
H 4.88 5.51 0.07
H 1.16 -1.25 5.73
H 2.65 -10.42 0.81
H -0.34 9.97 1.22
H 9.15 3.04 -1.42
H -2.50 3.46 6.01
H -1.05 6.17 3.27
H -0.56 2.32 -1.46
H 0.46 3.72 5.63
H -3.44 3.53 8.30
H 1.84 2.64 3.87
H 10.25 3.92 2.70
H 5.61 4.21 1.08
H 1.05 -1.56 0.32
H -0.22 -0.16 7.49
H -8.90 -0.38 -4.82
H 2.38 -3.21 -1.75
H 11.34 3.94 -2.20
H 1.52 3.16 -1.96
H 3.45 -6.76 -4.03
H -0.42 2.50 0.30
H 4.78 -2.85 -1.19
H 1.36 3.92 -0.28
H 5.84 -6.41 -3.47
H 3.65 0.47 -0.85
H -2.37 7.75 8.61
H -0.06 0.38 0.42
H 5.64 1.18 -0.34
H 12.43 4.83 1.93
H -1.42 7.67 6.31
H -1.77 -3.20 1.51
H 6.71 2.64 -0.42
H -16.11 -1.91 -5.01
H -5.45 -3.61 -6.51
H -11.54 -3.37 -3.54
H -7.85 -3.96 -7.08
H -15.82 -3.02 -2.80
H 2.35 -9.30 -1.39
H -2.54 -5.21 0.26
H 2.80 2.01 0.70
H 6.94 -10.75 0.05
*
```

The HOMO-LUMO gap is 6.56 eV. The relative energy (zero: lowest compared OMol25 entry of this formula, charge and spin) comes out at 189.54 kJ/mol. The value obtained for the HOMO energy is -10.436 eV.